Record 1
A structure of composition C38H48BrIrN2O2P2. Source: OMol25; level of theory: ωB97M-V/def2-TZVPD.

CARTESIAN COORDINATES (ANGSTROEM)
Ir (-0.7919, -0.1935, 0.4966)
Br (-4.0068, 4.9601, 3.6582)
P (0.7701, -0.6182, 2.4372)
P (-0.2629, 1.2761, -1.6394)
O (-1.9957, -4.2816, -0.1699)
O (-0.9074, -2.4266, 0.4249)
N (1.1081, -0.8350, -0.4794)
N (-2.8090, -0.8854, -0.7705)
C (-3.7894, -0.1205, -1.2459)
C (-0.7660, -1.2153, 4.6088)
C (-0.1326, -1.8885, -4.3216)
C (-4.9713, -0.6450, -1.7387)
C (2.2209, -1.3182, 1.5850)
C (-3.7117, 2.3643, 2.5008)
C (-4.1328, -2.8192, -1.2163)
C (-1.6819, 1.4922, 1.4352)
C (4.4907, -2.1189, 0.1754)
C (2.2287, -1.2704, 0.1636)
C (4.4591, -2.2682, 1.5601)
C (-1.0918, 2.7265, 1.7265)
C (-1.1177, 2.7642, -3.9930)
C (1.1123, -2.4459, -2.3251)
C (-1.8699, -3.0630, -0.1166)
C (-1.5369, 2.1651, -2.6522)
C (2.2413, 1.7091, 2.1888)
C (0.4404, -1.7600, 3.8460)
C (1.3560, 2.1939, -1.7523)
C (-3.0751, 3.5655, 2.7650)
C (0.0998, -0.2496, -2.5491)
C (2.1135, 2.0591, -3.0704)
C (-3.0155, 1.3565, 1.8493)
C (0.6226, -2.7858, -3.5717)
C (3.3175, -1.8455, 2.2432)
C (1.2147, 3.6628, -1.3647)
C (-2.2217, 3.2353, -1.7964)
C (-1.7588, 3.7529, 2.3795)
C (3.4015, -1.6357, -0.5180)
C (-0.3820, -0.6213, -3.7954)
C (1.4533, 0.9196, 3.2306)
C (0.1898, -3.1869, 3.3761)
C (2.2843, 0.7303, 4.4930)
C (-5.1397, -2.0239, -1.7290)
C (0.8522, -1.1787, -1.7985)
C (5.6152, -2.8645, 2.3024)
C (-2.9757, -2.2083, -0.7371)
C (-0.7181, -2.2925, -5.6419)
H (3.2222, 1.2585, 2.0283)
H (5.4255, -3.9186, 2.5170)
H (0.8031, -3.7831, -3.9528)
H (-0.5378, 2.0798, -4.6104)
H (-1.2606, 4.6915, 2.5863)
H (-0.9818, -1.8453, 5.4731)
H (-0.0849, -3.0118, -6.1602)
H (-1.5751, 4.1055, -1.6687)
H (2.6325, 1.6994, 4.8549)
H (1.7200, 0.2630, 5.2996)
H (-2.4684, 2.8714, -0.7970)
H (3.4602, -1.5195, -1.5914)
H (-0.5157, 3.6621, -3.8455)
H (-3.1355, 3.5779, -2.2863)
H (-2.0046, 3.0623, -4.5567)
H (-0.7008, -3.2460, 2.7554)
H (1.6213, -3.1871, -1.7255)
H (5.7754, -2.3605, 3.2556)
H (-3.6171, 0.9480, -1.2052)
H (0.5535, 1.4934, 3.4789)
H (-2.2709, 1.3684, -2.8349)
H (-1.6477, -1.2077, 3.9654)
H (-4.7424, 2.2184, 2.7990)
H (-3.5481, 0.4302, 1.6577)
H (1.5852, 2.5573, -3.8842)
H (0.0607, -3.8340, 4.2454)
H (1.0164, -3.5739, 2.7800)
H (1.3102, -1.7482, 4.5156)
H (2.2567, 1.0164, -3.3540)
H (0.6282, 3.8015, -0.4570)
H (-6.0516, -2.4691, -2.1063)
H (3.2981, -1.9293, 3.3237)
H (2.2052, 4.0906, -1.1971)
H (-5.7404, 0.0147, -2.1148)
H (6.5358, -2.8043, 1.7234)
H (3.0975, 2.5253, -2.9820)
H (1.7181, 1.7240, 1.2320)
H (-0.8629, -1.4307, -6.2926)
H (2.3882, 2.7397, 2.5174)
H (-1.6934, -2.7618, -5.4918)
H (1.9459, 1.7006, -0.9729)
H (3.1683, 0.1218, 4.2939)
H (5.3885, -2.3889, -0.3677)
H (-4.2010, -3.8956, -1.1613)
H (-0.9786, 0.0674, -4.3780)
H (0.7450, 4.2407, -2.1626)
H (-0.0631, 2.9141, 1.4341)
H (-0.6092, -0.1962, 4.9673)

Its HOMO-LUMO gap (alpha / beta) is 5.5 / 5.4 eV. Its spin multiplicity is 5. As for the electronic energy: -5097.80661 Ha.

Charges computed using Mulliken, reported in e: Ir 3.310; Br -0.226; P -0.086; P 1.218; O -0.795; O -0.665; N 0.254; N 0.398; C -0.378; C -1.562; C 0.336; C -1.212; C -0.651; C -0.588; C -0.757; C -0.227; C -1.243; C -0.408; C 0.561; C 0.871; C -1.906; C -0.168; C -0.056; C 0.458; C -1.709; C 0.630; C 1.339; C -0.244; C -0.495; C -1.623; C -0.218; C -1.178; C -0.283; C -1.578; C -1.575; C -0.903; C -0.244; C -0.349; C 1.116; C -1.519; C -1.507; C -0.459; C -0.719; C -1.627; C 0.394; C -1.688; H 0.311; H 0.319; H 0.413; H 0.334; H 0.475; H 0.452; H 0.417; H 0.350; H 0.483; H 0.348; H 0.169; H 0.599; H 0.324; H 0.473; H 0.450; H 0.196; H 0.600; H 0.370; H 0.465; H 0.471; H 0.494; H 0.289; H 0.443; H 0.358; H 0.261; H 0.499; H 0.272; H 0.580; H 0.253; H 0.219; H 0.423; H 0.507; H 0.462; H 0.484; H 0.384; H 0.494; H -0.181; H 0.390; H 0.595; H 0.286; H -0.074; H 0.226; H 0.369; H 0.580; H 0.348; H 0.308; H 0.335; H 0.340



Record 2
A cluster of 8 separate species, C31H65BrNO12PS in total. Source: OMol25; level of theory: ωB97M-V/def2-TZVPD.

CARTESIAN COORDINATES (ANGSTROEM)
Br (-2.5332, 0.2844, 3.6061)
S (-1.4605, 2.2882, -1.0399)
P (-3.2993, -0.6678, -1.1446)
O (-1.0505, 0.0587, -2.6151)
O (1.8959, -0.9307, -8.7625)
O (4.4849, 4.3785, 0.2893)
O (3.8009, -3.1832, 0.3413)
O (-6.9175, -4.8041, 0.5169)
O (-0.4754, -0.4142, 0.5646)
O (-3.9784, -2.2166, -0.9575)
O (5.0004, -0.0643, -0.9524)
O (-3.3439, 0.0674, 0.3759)
O (-3.5286, -3.0982, 7.8339)
O (-3.0245, 5.8729, 2.7431)
O (2.0680, 2.3430, -4.7014)
N (1.9636, -0.9320, -0.2373)
C (-3.4418, 4.7755, 2.4472)
C (-4.6862, -1.2839, 8.8331)
C (2.2311, 4.2797, -0.4313)
C (-4.0837, 3.8759, 3.4637)
C (-3.3343, 4.2421, 1.0481)
C (5.7362, -4.1803, -0.5953)
C (3.1008, 6.0984, 1.1676)
C (-0.0467, 2.0116, 2.4764)
C (-0.7524, -0.4288, 3.0540)
C (-5.9273, -5.3969, 0.8842)
C (-0.3494, -1.0203, -9.5226)
C (-0.4912, -1.2938, -0.5547)
C (4.8878, -3.6764, 0.5407)
C (5.8012, 0.7027, -1.4453)
C (5.4446, -3.8094, 1.9333)
C (-0.4213, 1.1854, -2.0698)
C (0.3824, 0.6421, 3.0986)
C (1.2054, 1.3647, -4.1070)
C (-1.4839, -0.9196, -1.6975)
C (6.9948, 0.1951, -2.2117)
C (-5.9358, -6.2361, 2.1351)
C (0.5157, 0.8149, -7.9395)
C (0.0373, 2.0325, -3.3169)
C (0.7959, -0.4280, -8.7433)
C (-4.6391, -5.3226, 0.1087)
C (-3.3893, -1.0633, 6.6211)
C (0.9810, -1.5978, -1.1197)
C (-0.7913, -1.2070, 1.7092)
C (3.3799, 4.8731, 0.3386)
C (-3.8375, -1.9296, 7.7688)
C (5.6433, 2.1939, -1.3168)
H (2.7121, -0.5082, -0.7707)
H (5.5477, 2.6418, -2.3084)
H (-5.6113, -0.9065, 8.3937)
H (-4.2571, -0.6773, 6.0845)
H (-0.1667, 2.7515, 3.2877)
H (1.4401, 3.9728, 0.2553)
H (-2.3549, 2.9111, -1.8752)
H (4.7292, -3.4065, 2.6489)
H (-1.5620, -1.8533, -2.3046)
H (-3.8542, -4.8933, 0.7340)
H (-2.8453, 4.9832, 0.4161)
H (-3.5040, 2.9533, 3.5364)
H (0.7398, 2.3217, 1.7592)
H (1.2014, 0.2366, 2.4658)
H (-4.7789, -4.6863, -0.7631)
H (-4.2122, -0.0017, 0.7767)
H (6.6818, -3.6362, -0.6223)
H (-5.2058, -5.8491, 2.8482)
H (0.2116, 3.0926, -3.0667)
H (5.9244, -5.2486, -0.4743)
H (0.7430, 0.7064, 4.1389)
H (2.3467, -1.6215, 0.4084)
H (1.9201, 3.1803, -4.2663)
H (6.5040, 2.6172, -0.7974)
H (1.1722, -2.6904, -1.0647)
H (-5.7018, -7.2733, 1.8891)
H (4.7504, 2.4161, -0.7456)
H (-0.0056, -1.9078, -10.0519)
H (-2.7890, -1.6558, 5.9341)
H (1.0753, -1.2193, -2.1536)
H (6.9814, -0.8945, -2.2245)
H (6.3777, -3.2497, 2.0158)
H (-6.9248, -6.1978, 2.5896)
H (-0.7175, -0.2964, -10.2517)
H (-1.7911, -1.6847, 1.6325)
H (-0.8473, 2.0213, -3.9926)
H (-1.1542, -1.3058, -8.8428)
H (0.1865, 1.6188, -8.6002)
H (-5.1122, 3.6509, 3.1745)
H (6.9580, 0.5589, -3.2397)
H (-4.9349, -2.0219, 9.5945)
H (-4.1366, -0.4660, 9.3022)
H (1.8440, 5.0093, -1.1451)
H (5.6197, -4.8614, 2.1652)
H (-4.7624, -2.0822, -0.4196)
H (-0.2514, 0.6071, -7.1909)
H (2.3487, 5.8718, 1.9253)
H (2.7505, 6.9096, 0.5270)
H (-0.9896, 1.9472, 1.9073)
H (1.7740, 0.6098, -3.5279)
H (-2.7823, -0.2366, 6.9938)
H (-4.0922, 4.3719, 4.4336)
H (-4.3471, -6.3196, -0.2265)
H (4.0167, 6.4143, 1.6651)
H (0.5051, 0.9980, -1.4916)
H (-0.5110, -1.1811, 3.8314)
H (5.2120, -4.0199, -1.5363)
H (2.5778, 3.4031, -0.9791)
H (1.4263, 1.1306, -7.4310)
H (-0.8429, -2.2785, -0.1675)
H (-4.3275, 4.0357, 0.6443)
H (0.0215, -1.9680, 1.7812)
H (7.9155, 0.5301, -1.7311)
H (0.7653, 0.8192, -4.9655)
H (-2.7342, 3.3310, 1.0505)

Its HOMO-LUMO gap is 8.1 eV. Its SMILES is CC[C@@H](Br)CO[C@H](CN)[C@H](O[C@H](S)CCO)P(O)O.CC(C)=O.CC(C)=O.CC(C)=O.CC(C)=O.CC(C)=O.CC(C)=O.CC(C)=O. As for the electronic energy: -5491.29893 Ha.

Atom charges from the Mulliken analysis, given in e for atoms 1 to 99: Br -0.204; S -0.039; P -0.356; O -0.412; O -0.553; O -0.513; O -0.511; O -0.558; O 0.586; O -0.288; O -0.520; O -0.108; O -0.562; O -0.585; O -0.584; N 0.067; C 0.675; C -1.101; C -0.454; C -0.700; C -0.144; C -1.149; C -1.236; C 0.031; C -0.186; C 0.823; C -1.072; C -0.743; C 0.840; C 0.836; C -1.188; C 0.573; C -0.701; C 0.290; C -0.203; C -1.228; C -1.071; C -0.941; C -1.340; C 0.834; C -0.934; C -0.842; C -0.732; C -0.739; C 0.740; C 0.647; C -0.874; H -0.026; H 0.367; H 0.308; H 0.309; H 0.427; H 0.062; H 0.139; H 0.302; H 0.545; H 0.268; H 0.312; H -0.125; H -0.170; H 0.145; H 0.179; H 0.199; H 0.300; H 0.297; H 0.645; H 0.379; H 0.432; H 0.163; H 0.362; H 0.363; H 0.244; H 0.317; H 0.039; H 0.305; H 0.268; H 0.246; H 0.254; H 0.335; H 0.299; H 0.308; H 0.131; H 0.344; H 0.305; H 0.417; H 0.345; H 0.337; H 0.306; H 0.314; H 0.454; H 0.346; H 0.252; H 0.222; H 0.300; H 0.327; H -0.360; H 0.112; H 0.345; H 0.330



Record 3
A cluster of 2 separate species, C5H14N2O in total. Source: OMol25; level of theory: ωB97M-V/def2-TZVPD.

CARTESIAN COORDINATES (ANGSTROEM)
O (-3.6747, 0.5605, 2.2065)
N (1.3131, 1.4658, 1.5086)
N (0.6081, -2.1300, -0.9009)
C (-0.0674, 0.0731, -0.3864)
C (1.1463, -3.0334, -1.9382)
C (0.7944, -0.7325, -1.0146)
C (0.4822, 2.2359, 0.5992)
C (0.0097, 1.5151, -0.6420)
H (1.6682, -0.4456, -1.7142)
H (2.3532, -2.6694, -2.0563)
H (-3.4192, 1.2563, 2.8301)
H (0.6191, 1.6503, -1.5345)
H (0.6739, -2.8682, -2.9032)
H (2.1271, 1.2937, 1.0923)
H (-0.9166, -0.2552, 0.1150)
H (0.8912, 0.6577, 1.7630)
H (-2.9869, -0.0894, 2.1883)
H (-0.9804, 1.9747, -0.8636)
H (1.0909, 3.1405, 0.2968)
H (-0.1512, -2.4490, -0.4368)
H (-0.3875, 2.6070, 1.2378)
H (1.1764, -3.9876, -1.6291)

Its HOMO-LUMO gap is 8.5 eV. Its SMILES is CN/C=C/CCN.O. As for the electronic energy: -383.56350 Ha.

Charges computed using Mulliken, reported in e: O -0.637; N -0.631; N -0.228; C -0.579; C -0.867; C -0.024; C -0.462; C -0.591; H 0.196; H 0.199; H 0.322; H 0.336; H 0.294; H 0.230; H 0.405; H 0.282; H 0.316; H 0.275; H 0.282; H 0.204; H 0.290; H 0.386



Record 4
A structure of composition C32H27AsIrN2O6PSSe. Source: OMol25; level of theory: ωB97M-V/def2-TZVPD.

CARTESIAN COORDINATES (ANGSTROEM)
Ir (0.1929, 0.9400, -0.3230)
Se (-0.0190, 0.0577, 2.3483)
As (3.2474, 1.7017, -0.0804)
S (0.3422, 3.7127, 0.3962)
P (-2.1395, 0.2129, -0.4808)
O (4.7749, 1.1359, -0.0538)
O (0.6596, 3.0492, -0.9111)
O (-0.4420, 4.9018, 0.3249)
O (2.7262, 1.5432, -1.7638)
O (-0.2697, 2.6376, 1.2175)
O (2.0430, 0.7348, 0.7020)
N (2.1632, -1.7229, 1.9237)
N (0.3101, -2.8321, 2.1396)
C (-1.7039, 3.6535, -2.5497)
C (-0.3422, 2.0356, -3.7178)
C (3.7015, -3.6834, 1.4479)
C (-0.7668, 1.0348, -2.8345)
C (-6.0595, 0.0853, -1.5601)
C (0.0506, -0.9669, -0.8495)
C (4.3130, 3.9062, 1.1987)
C (3.6596, -5.0552, 1.3306)
C (0.8503, -1.6033, 2.1394)
C (-1.6560, 1.3603, -1.7889)
C (3.2008, 5.6909, 2.3618)
C (-4.5004, -0.6731, 0.6144)
C (1.3116, -3.7636, 1.8905)
C (-1.0870, -3.1793, 2.3485)
C (1.0122, -1.9224, -1.1529)
C (-0.7681, -3.5312, -1.5513)
C (-3.9237, -0.0190, -0.4735)
C (0.5875, -3.2036, -1.4986)
C (-6.6329, -0.5783, -0.4845)
C (2.4937, -3.0518, 1.7343)
C (4.3640, 5.0409, 2.0030)
C (3.0964, 3.4434, 0.7200)
C (-5.8558, -0.9589, 0.6025)
C (-1.3044, -1.3046, -0.9168)
C (2.4604, -5.7783, 1.4886)
C (-1.7374, -2.5775, -1.2521)
C (-2.1189, 2.6992, -1.6661)
C (-0.7966, 3.3226, -3.5712)
C (1.9207, 4.1264, 1.0689)
C (-4.7028, 0.3748, -1.5578)
C (1.2668, -5.1505, 1.7712)
C (1.9740, 5.2425, 1.8845)
H (0.3457, -5.7050, 1.8866)
H (4.6174, -3.1236, 1.3168)
H (-4.2561, 0.8928, -2.3974)
H (-1.6573, -2.2601, 2.4473)
H (-6.3073, -1.4715, 1.4412)
H (-0.4522, 4.0929, -4.2484)
H (2.4790, -6.8536, 1.3761)
H (5.3212, 5.4108, 2.3452)
H (-2.7899, 2.9649, -0.8570)
H (-1.1846, -3.7737, 3.2558)
H (-7.6931, -0.7938, -0.4896)
H (-1.0675, -4.5299, -1.8418)
H (-0.4531, 0.0148, -2.9905)
H (4.5710, -5.5948, 1.1134)
H (-2.0548, 4.6709, -2.4449)
H (0.3431, 1.7855, -4.5156)
H (1.3257, -3.9587, -1.7394)
H (2.0676, -1.6794, -1.1213)
H (3.4983, 1.1896, -2.2314)
H (-3.8915, -0.9514, 1.4671)
H (3.2378, 6.5550, 3.0115)
H (5.2145, 3.3648, 0.9401)
H (-2.7939, -2.8165, -1.2884)
H (2.7371, -0.9086, 1.7289)
H (-1.4431, -3.7455, 1.4915)
H (-6.6677, 0.3754, -2.4064)
H (1.0578, 5.7608, 2.1318)

Its total charge is +1. Its HOMO-LUMO gap (alpha / beta) is 5.5 / 6.0 eV. Its spin multiplicity is 2. As for the electronic energy: -7277.37505 Ha.

Charges computed using Mulliken, reported in e: Ir 1.500; Se 0.144; As 0.827; S 1.301; P 1.011; O -0.751; O -0.709; O -0.621; O -0.447; O -0.730; O -0.022; N 0.291; N 0.418; C -0.677; C -0.849; C -0.959; C 0.081; C -0.713; C -0.632; C -0.617; C -0.536; C -0.424; C -0.246; C -0.627; C -0.451; C 0.835; C -1.038; C -0.769; C -0.948; C 0.342; C -0.789; C -0.508; C 0.515; C -0.659; C -0.183; C -0.646; C 1.449; C -0.691; C -0.516; C -0.476; C -0.407; C 0.328; C -0.394; C -0.741; C -0.723; H 0.480; H 0.516; H 0.397; H 0.199; H 0.426; H 0.442; H 0.427; H 0.411; H 0.437; H 0.410; H 0.404; H 0.416; H 0.485; H 0.429; H 0.428; H 0.480; H 0.485; H 0.592; H 0.273; H 0.385; H 0.413; H 0.544; H 0.562; H 0.102; H 0.393; H 0.424; H 0.494



Q: Which of these has the lowest electronic energy?
A: C32H27AsIrN2O6PSSe



Q: Which of these has the lowest electronic energy?
A: C32H27AsIrN2O6PSSe



Q: Among the records above, which one has the highest electronic energy?
A: C5H14N2O



Q: Among the records above, which one has the highest electronic energy?
A: C5H14N2O